Here is a structure of composition C39H38N2NiO4S2Sb2 at a distorted geometry from the OMol25 dataset. Energies are from the ωB97M-V functional and the def2-TZVPD basis.

Output
Multiplicity   3
Highest occupied orbital energy (spin up / spin down)   -7.61 / -7.84 eV
Energy relative to the best compared isomer or geometry (same formula, charge and spin)   0.0 kJ/mol

Last column: Löwdin spin population.
Element x y z (Å)
Ni  0.47  -0.25  -0.63  1.53
C  -2.37  1.38  -0.98  0.00
C  -1.55  2.62  -0.54  0.00
C  -0.20  2.37  0.18  0.02
Sb  -0.57  1.93  2.29  0.00
C  0.14  3.85  2.95  0.00
C  0.75  3.93  4.21  0.00
C  1.21  5.15  4.70  0.00
C  1.06  6.30  3.94  0.00
C  0.45  6.24  2.69  0.00
C  -0.01  5.02  2.21  0.00
C  1.24  0.96  2.84  0.01
C  1.19  -0.11  3.73  0.00
C  2.36  -0.71  4.18  0.00
C  3.59  -0.26  3.73  0.00
C  3.65  0.80  2.84  0.00
C  2.48  1.41  2.40  0.00
Sb  -2.05  -0.55  -0.03  0.04
C  -3.26  -0.45  1.69  0.01
C  -4.20  0.55  1.92  0.00
C  -4.88  0.62  3.12  0.00
C  -4.63  -0.32  4.11  0.00
C  -3.70  -1.33  3.90  0.00
C  -3.01  -1.39  2.69  0.00
C  -3.38  -1.66  -1.23  0.01
C  -3.49  -3.02  -0.95  0.00
C  -4.36  -3.82  -1.68  0.00
C  -5.11  -3.27  -2.71  0.00
C  -5.00  -1.92  -3.00  0.00
C  -4.14  -1.11  -2.26  0.00
H  -2.10  1.13  -2.01  0.00
H  -3.43  1.62  -0.99  0.00
H  -2.18  3.24  0.11  0.00
H  -1.37  3.22  -1.43  0.00
H  0.44  3.25  0.15  0.00
H  0.37  1.60  -0.37  0.01
H  0.89  3.04  4.81  0.00
H  1.68  5.19  5.67  0.00
H  1.42  7.25  4.32  0.00
H  0.33  7.13  2.10  0.00
H  -0.50  5.00  1.24  0.00
H  0.23  -0.49  4.07  0.00
H  2.31  -1.54  4.87  0.00
H  4.50  -0.73  4.08  0.00
H  4.61  1.16  2.48  0.00
H  2.55  2.25  1.72  0.00
H  -4.40  1.29  1.15  0.00
H  -5.60  1.41  3.29  0.00
H  -5.15  -0.27  5.06  0.00
H  -3.50  -2.06  4.67  0.00
H  -2.25  -2.16  2.55  0.00
H  -2.90  -3.47  -0.16  0.00
H  -4.43  -4.88  -1.45  0.00
H  -5.78  -3.90  -3.28  0.00
H  -5.59  -1.49  -3.80  0.00
H  -4.06  -0.06  -2.52  0.00
O  2.59  -2.28  -5.21  0.00
C  1.51  -3.04  -4.97  0.00
C  1.27  -4.11  -5.84  0.00
C  0.18  -4.93  -5.65  0.00
C  -0.71  -4.71  -4.60  0.00
C  -0.48  -3.65  -3.74  0.00
C  0.62  -2.80  -3.90  0.00
C  0.81  -1.70  -2.93  0.00
O  -0.06  -1.55  -2.01  0.08
N  1.87  -0.93  -3.08  0.00
N  1.92  0.07  -2.10  0.03
C  2.92  0.85  -2.23  0.02
S  3.12  2.26  -1.21  0.00
C  4.88  2.40  -1.56  0.00
C  5.07  2.12  -3.04  0.00
S  4.16  0.61  -3.44  0.01
H  2.63  -1.60  -4.50  0.00
H  1.96  -4.26  -6.65  0.00
H  0.01  -5.75  -6.33  0.00
H  -1.57  -5.35  -4.45  0.00
H  -1.15  -3.45  -2.91  0.00
H  5.43  1.68  -0.95  0.00
H  5.19  3.41  -1.29  0.00
H  6.11  1.94  -3.28  0.00
H  4.69  2.94  -3.65  0.00
C  3.27  -2.85  1.06  0.01
O  2.69  -1.73  0.38  0.03
C  1.34  -1.58  0.56  0.12
O  0.73  -2.35  1.27  0.04
H  4.33  -2.80  0.84  0.00
H  2.85  -3.79  0.69  0.00
H  3.09  -2.78  2.13  0.00